# 1
Molecular formula: C26H28ClN3O4S
Method: DFT, the ωB97M-V functional and the def2-TZVPD basis

Results
HOMO level = -7.95 eV
E_LUMO = 0.517 eV
Structure (SMILES) = COc1cccc(CN(C)C(=O)c2cc(S(=O)(=O)N3CCN(c4ccccc4)CC3)ccc2Cl)c1

CARTESIAN COORDINATES (ANGSTROEM)
C  -0.88034  -3.73518  -2.98582
O  -1.97033  -3.61165  -2.09410
C  -1.71018  -3.35018  -0.79101
C  -0.44119  -3.26461  -0.22734
C  -0.31081  -2.97456  1.11973
C  -1.42058  -2.76694  1.91541
C  -2.69305  -2.84678  1.35909
C  -3.90914  -2.58334  2.21083
N  -3.81194  -1.33884  2.95571
C  -4.10624  -1.38934  4.36985
C  -3.48181  -0.15626  2.40157
O  -3.36101  0.87435  3.03770
C  -3.23825  -0.15488  0.91447
C  -1.94400  0.02303  0.43949
C  -1.71240  0.09848  -0.91692
S  -0.04957  0.30022  -1.55887
O  0.43234  -0.97843  -2.00328
O  -0.08830  1.35610  -2.53266
N  0.79468  0.72865  -0.18006
C  0.79387  2.14953  0.09924
C  1.86741  2.89906  -0.69881
N  3.15253  2.27575  -0.45913
C  4.32224  3.01337  -0.63883
C  4.33754  4.26531  -1.25579
C  5.51090  4.99105  -1.35173
C  6.69635  4.48959  -0.84586
C  6.69391  3.24743  -0.23242
C  5.52592  2.52113  -0.12426
C  3.14035  0.88085  -0.85322
C  2.10309  0.13009  -0.02003
C  -2.75300  0.01980  -1.82519
C  -4.05060  -0.11948  -1.36768
C  -4.28460  -0.19711  -0.00178
Cl  -5.90638  -0.33327  0.56659
C  -2.82965  -3.15231  0.01846
H  -1.32422  -3.85233  -3.97294
H  -0.25232  -2.84126  -2.96325
H  -0.27896  -4.61968  -2.75312
H  0.44023  -3.40323  -0.82952
H  0.67711  -2.91120  1.55174
H  -1.30375  -2.53047  2.96228
H  -4.01303  -3.38503  2.94764
H  -4.80917  -2.58607  1.58615
H  -3.41823  -2.06514  4.88160
H  -5.13107  -1.72936  4.53202
H  -3.99190  -0.38464  4.77275
H  -1.12053  0.09125  1.13103
H  -0.19460  2.53527  -0.15195
H  0.97011  2.27664  1.17186
H  1.89780  3.93191  -0.34945
H  1.58895  2.87686  -1.76304
H  3.43532  4.67393  -1.68305
H  5.49662  5.95577  -1.83821
H  7.61035  5.05788  -0.92660
H  7.60988  2.84454  0.17527
H  5.54121  1.56772  0.38255
H  4.12734  0.44232  -0.71460
H  2.85705  0.78193  -1.91534
H  2.02386  -0.90657  -0.34492
H  2.36335  0.17062  1.04188
H  -2.53584  0.08667  -2.87900
H  -4.87826  -0.16475  -2.05773
H  -3.80507  -3.22422  -0.43740

***

# 2
Molecular formula: C26H28F4N
Method: DFT, the ωB97M-V functional and the def2-TZVPD basis

Results
HOMO level = -11.67 eV
Charge = +1
E_LUMO = -3.635 eV

CARTESIAN COORDINATES (ANGSTROEM)
F  -1.38933  -1.39080  5.04036
C  -1.53487  -0.12310  4.54807
C  -1.53215  0.95113  5.42200
C  -1.67405  2.20986  4.81726
F  -1.68506  3.29387  5.65306
C  -1.68120  2.39109  3.45054
C  -1.56924  1.27213  2.60844
C  -1.66078  1.54469  0.99395
C  -2.13366  0.22909  0.27673
C  -3.32937  0.14181  -0.42195
C  -3.74652  -1.04919  -1.15515
C  -4.48514  -0.89243  -2.34314
C  -4.67926  -2.00685  -3.16471
F  -5.30011  -1.81634  -4.37436
C  -4.27572  -3.27509  -2.81965
C  -3.62834  -3.41958  -1.61422
F  -3.24779  -4.67935  -1.21363
C  -3.34919  -2.34413  -0.75114
C  -1.54615  -0.02003  3.16169
H  -1.41538  0.80761  6.47206
H  -1.91784  3.41461  3.07796
H  -2.75880  1.97428  1.07491
H  -1.45073  -0.65950  0.42295
H  -4.11973  0.92867  -0.33704
H  -4.82899  0.08470  -2.65241
H  -4.47916  -4.14690  -3.47851
H  -2.82508  -2.50470  0.18539
H  -1.65344  -0.90090  2.52348
C  -3.18433  3.81874  -3.61554
C  -1.85311  4.52846  -3.77881
C  -0.72158  3.90251  -2.97263
N  -1.09778  3.35666  -1.65669
C  -0.15972  2.70675  -0.95445
C  -0.47238  2.08093  0.40832
C  0.71546  1.99379  1.29370
C  2.10582  2.57135  0.86482
C  2.37379  2.36988  -0.60882
C  1.24935  2.96498  -1.43145
C  -2.47256  3.23489  -1.26666
C  -3.56055  3.83189  -2.14028
H  -3.95464  4.34128  -4.19054
H  -3.12249  2.78925  -3.99253
H  -1.53606  4.51420  -4.82375
H  -1.94806  5.57730  -3.47954
H  -0.27837  3.09549  -3.56310
H  0.05296  4.65790  -2.83698
H  -1.44069  3.06977  0.68591
H  0.48434  2.56732  2.20922
H  0.91822  0.96637  1.65926
H  2.14303  3.66407  1.08889
H  2.89891  2.06783  1.45067
H  3.28880  2.88152  -0.88525
H  2.46657  1.31160  -0.84871
H  1.32077  2.51518  -2.46695
H  1.42857  4.09340  -1.50310
H  -2.72133  2.15153  -1.16674
H  -2.62952  3.69667  -0.24885
H  -3.73912  4.86399  -1.81041
H  -4.49144  3.26760  -1.97696

***

# 3
Molecular formula: C26H28F5N3O3RuSbTe
Method: DFT, the ωB97M-V functional and the def2-TZVPD basis

Results
HOMO level (alpha / beta) = -14.51 / -14.51 eV
Expectation value of S² = 0.789
Charge = +2
Spin multiplicity = 2
E_LUMO (alpha / beta) = -7.981 / -7.531 eV

CARTESIAN COORDINATES (ANGSTROEM)
Ru  0.00766  0.53145  -0.20548
C  -3.66205  1.47928  -2.55626
O  -3.75826  1.99915  -1.19040
C  -2.82496  1.39905  -0.50419
N  -2.14916  0.46308  -1.05065
C  -2.60582  0.35025  -2.45712
C  -1.46349  0.44753  -3.43952
C  -0.17653  0.09122  -3.07350
C  0.89654  0.23772  -3.93685
C  0.66953  0.69509  -5.22565
C  -0.62170  0.99879  -5.62840
C  -1.68332  0.87686  -4.73991
C  -2.52686  1.79734  0.86622
C  -3.26503  2.67469  1.63880
C  -2.79103  2.98142  2.90910
C  -1.60676  2.41372  3.36272
C  -0.93528  1.55529  2.51460
N  -1.39589  1.24974  1.30600
C  0.38944  0.99013  2.71072
N  0.96724  0.41444  1.72837
C  2.39094  0.19317  2.11020
C  2.33554  0.46098  3.62941
O  1.04027  1.11321  3.83397
C  3.00669  -1.13323  1.70945
C  2.77136  -1.71184  0.46443
C  3.44546  -2.85595  0.06494
C  4.38577  -3.43527  0.90650
C  4.61534  -2.88236  2.15479
C  3.93613  -1.73721  2.55201
H  -3.34527  2.29959  -3.19417
H  -4.64667  1.13376  -2.85188
H  -3.07870  -0.62757  -2.58613
H  -0.00248  -0.38330  -2.09626
H  1.90104  -0.00094  -3.61287
H  1.49759  0.79767  -5.91372
H  -0.80514  1.34895  -6.63553
H  -2.68696  1.12547  -5.06685
H  -4.16890  3.11994  1.24544
H  -3.33447  3.67738  3.53440
H  -1.20232  2.64599  4.33899
H  2.96866  0.98126  1.61908
H  3.10734  1.13720  3.97951
H  2.33802  -0.44901  4.22433
H  2.09542  -1.24033  -0.23355
H  3.26328  -3.28318  -0.91334
H  4.95558  -4.29332  0.57663
H  5.33349  -3.33671  2.82460
H  4.14907  -1.31269  3.52564
C  -3.02290  -1.97397  0.79071
Sb  -0.91446  -2.09809  0.56053
C  -0.64253  -4.07473  -0.18612
C  -0.30614  -2.40510  2.57299
H  -3.37762  -2.94246  1.14062
H  -3.49316  -1.72783  -0.15723
H  -3.24896  -1.20435  1.52685
H  -1.34802  -4.68412  0.37800
H  0.37987  -4.38731  0.01288
H  -0.85568  -4.13387  -1.25009
H  -0.77781  -3.32497  2.91799
H  -0.62989  -1.57040  3.19142
H  0.77751  -2.50464  2.61014
F  2.99192  3.68045  -0.71644
Te  1.26099  3.20808  -1.13073
F  0.87623  4.99150  -0.96412
F  1.79035  3.23043  -2.88681
F  1.15774  2.98022  0.75046
F  2.05094  1.39434  -1.05509
O  -0.39877  2.54891  -1.32456

***

# 4
Molecular formula: C26H28FN5O5S
Method: DFT, the ωB97M-V functional and the def2-TZVPD basis

Results
HOMO level = -8.14 eV
E_LUMO = -0.007 eV

CARTESIAN COORDINATES (ANGSTROEM)
C  -7.69113  -0.90935  -0.70171
C  -7.27148  0.43232  -0.10862
O  -6.44761  0.28965  1.03228
C  -5.13910  -0.04399  0.88802
C  -4.44022  -0.25189  2.07931
C  -3.09885  -0.56412  2.06104
C  -2.41278  -0.67921  0.85663
C  -3.11084  -0.48468  -0.32643
C  -4.45754  -0.17152  -0.31854
H  -4.95662  -0.02459  -1.26282
H  -2.59782  -0.58478  -1.27009
C  -0.93714  -0.96852  0.85841
N  -0.14421  0.24525  0.62983
C  1.20308  0.07005  0.69090
O  1.66992  -1.03065  0.99758
C  2.07525  1.20330  0.46748
C  3.47206  1.11170  0.48775
N  4.19122  0.00053  0.65541
H  3.69406  -0.85915  0.83039
H  5.19716  0.09167  0.66310
C  4.03947  2.41100  0.28861
N  3.16941  3.38762  0.14451
S  1.64041  2.86662  0.21419
C  5.49432  2.65954  0.25963
O  6.31451  1.76917  0.42011
N  5.82595  3.94688  0.04580
H  5.09786  4.62863  -0.08042
H  6.79443  4.21449  0.00598
C  -0.77971  1.36963  0.05316
C  -0.71237  1.57180  -1.32085
C  -1.37800  2.65680  -1.85661
C  -2.10873  3.53328  -1.07374
C  -2.17163  3.31118  0.29046
C  -1.51049  2.23649  0.85733
H  -1.56058  2.06017  1.92013
H  -2.74133  3.98054  0.91584
H  -2.61722  4.36505  -1.53437
F  -1.32405  2.86394  -3.18612
H  -0.17547  0.88030  -1.95142
C  -0.55137  -1.97228  -0.24584
O  -0.50230  -1.64509  -1.41195
N  -0.33376  -3.22785  0.19478
H  -0.19249  -3.36232  1.18360
C  0.24701  -4.22948  -0.67079
H  -0.04316  -5.22145  -0.31689
H  -0.14569  -4.07582  -1.67722
C  1.77944  -4.10890  -0.70888
H  2.03064  -3.12734  -1.13366
C  2.42728  -4.27583  0.67257
H  2.55910  -3.31874  1.16969
H  1.81080  -4.92566  1.29852
C  3.73594  -4.98214  0.33089
H  4.14684  -5.55430  1.15942
C  3.28748  -5.86877  -0.82925
H  4.09356  -6.13413  -1.51615
O  2.33202  -5.11282  -1.55032
H  2.82474  -6.79361  -0.45287
H  4.47925  -4.26272  -0.01330
H  -0.63387  -1.36592  1.83485
H  -2.57605  -0.71602  2.99467
H  -4.97713  -0.15643  3.00977
H  -8.15194  0.96562  0.26092
H  -6.78131  1.05862  -0.86385
H  -8.36385  -0.74490  -1.53884
H  -8.20348  -1.50092  0.05281
H  -6.82619  -1.46970  -1.04788

***

| no. | largest force on an atom (Eh/bohr) |
| --- | --- |
| 1 | 0.02201 |
| 2 | 0.18365 |
| 3 | 0.09261 |
| 4 | 0.01642 |